DFT (ωB97M-V/def2-TZVPD) results for a molecular structure, C19H16I2N4O3Zn.

```
45
Properties=species:S:1:pos:R:3:forces:R:3
Zn 0.32666 -0.59055 -0.11645 -0.1445 -0.0528 0.1543
I -5.13311 -0.20820 4.69025 -0.0147 -0.0001 0.0142
C -3.27400 -0.45855 3.77638 0.0400 -0.0044 -0.0318
C -2.21631 0.37287 4.11669 0.0128 0.0075 0.0137
C -0.99768 0.22856 3.47635 -0.0729 -0.0244 -0.0131
I 0.57380 1.51291 3.93726 0.0287 0.0098 0.0105
C -0.78339 -0.73815 2.47116 -0.0482 0.0088 0.0123
O 0.34669 -0.84691 1.84129 0.1258 0.0000 -0.0465
C -1.88944 -1.56485 2.15181 -0.0429 -0.0125 -0.0260
C -1.71953 -2.53984 1.02438 0.0424 -0.0018 0.0239
N -1.48761 -1.82362 -0.24858 -0.0936 0.0645 -0.0752
C -2.57715 -0.91612 -0.63202 0.1236 -0.1126 -0.0255
C -2.38856 0.45652 -0.02786 -0.0130 0.0613 0.0345
C -3.43903 1.17915 0.51355 0.0089 -0.0188 -0.0110
C -3.18542 2.43286 1.04296 -0.0166 0.0132 0.0093
C -1.89398 2.93415 1.01100 0.0085 0.0143 -0.0068
C -0.89938 2.15086 0.45852 0.0066 -0.0220 -0.0084
N -1.14352 0.94324 -0.05408 0.0088 -0.0282 0.0111
C -3.10566 -1.42696 2.79942 -0.0177 0.0106 0.0179
H -2.33946 1.13603 4.87309 -0.0051 0.0043 -0.0044
H -2.60000 -3.18659 0.94749 -0.0137 0.0111 0.0150
H -0.83959 -3.16183 1.19897 -0.0229 -0.0221 -0.0062
H -1.30631 -2.48181 -0.99693 -0.0168 -0.0010 -0.0033
H -3.55734 -1.31321 -0.35095 -0.0094 0.0116 0.0177
H -2.55246 -0.81655 -1.71964 -0.0188 0.0146 0.0055
H -4.42946 0.74573 0.55210 -0.0005 0.0012 -0.0030
H -3.98544 3.00496 1.49460 -0.0015 -0.0045 -0.0039
H -1.65075 3.89960 1.43036 0.0023 -0.0031 0.0036
H 0.13301 2.47705 0.44195 0.0002 -0.0021 -0.0051
H -3.93335 -2.07131 2.52528 0.0064 -0.0030 -0.0067
O 0.65804 -1.22669 -2.05806 0.0717 0.0090 0.0319
N 1.81466 -0.93732 -2.51308 0.0653 0.0653 0.1013
N 2.56894 -0.33819 -1.67674 -0.1146 -0.0803 -0.0473
O 2.20491 -0.05550 -0.44669 0.1154 0.0831 -0.1516
C 3.89754 0.02428 -2.08107 0.0220 0.0087 -0.0067
C 4.74403 0.55809 -1.12440 -0.0088 0.0003 0.0126
C 6.03414 0.91308 -1.49285 0.0083 0.0000 -0.0111
C 6.46673 0.73662 -2.79721 -0.0082 -0.0010 0.0049
C 5.60136 0.20092 -3.74328 0.0081 0.0036 0.0003
C 4.31122 -0.15816 -3.39504 -0.0188 -0.0070 0.0013
H 4.38679 0.68476 -0.11401 -0.0024 -0.0009 -0.0006
H 6.70204 1.32897 -0.75021 -0.0026 -0.0003 0.0017
H 7.47347 1.01516 -3.07895 -0.0002 0.0000 -0.0007
H 5.93198 0.06238 -4.76415 -0.0009 -0.0004 0.0002
H 3.63162 -0.57365 -4.12321 0.0034 0.0006 -0.0028
```
Forces are in eV/Å.

Output
ΔE to the lowest compared entry with this formula, charge and spin (kcal per mole): 0.4
Gap between HOMO and LUMO (eV): 7.91